(1)
16
Properties=species:S:1:pos:R:3 method="wB97M-V/def2-TZVPD" multiplicity=1 charge=0 e_lumo_ev=0.67 smiles="C[C@H](N)CC(=O)O" de_lowest_kj_mol=103.2
C 0.05283 -0.78365 -0.66840
H -2.16354 0.47235 -0.89235
O 1.94483 -1.49983 0.58672
C 1.04621 -1.86804 -0.34792
H 1.30780 1.51220 0.28578
H 1.50393 -0.92089 1.22917
C -0.35667 0.23584 0.37680
H -0.92223 1.90161 -0.84401
H 0.48751 -0.19865 -1.59851
H -0.89113 -0.38110 1.12417
H 0.38119 1.73384 1.61365
O 1.12877 -2.85989 -1.03870
N 0.72033 1.03830 0.97220
H -1.95385 1.76756 0.53067
C -1.47190 1.13762 -0.25924
H -0.81408 -1.28728 -1.07003

(2)
15
Properties=species:S:1:pos:R:3 method="wB97M-V/def2-TZVPD" multiplicity=1 charge=0 e_lumo_ev=0.38 de_lowest_kj_mol=678.7
C -1.60566 -0.24404 -0.36631
C 0.33638 0.91343 0.75133
H 2.13418 -2.33270 0.45806
N 1.44819 0.66612 0.04658
C 1.18708 -0.54614 -0.94962
O -1.55988 1.38359 1.84891
H -2.72732 -0.15980 -0.29551
H -1.59669 0.42364 -1.29770
H -1.30826 -1.34267 -0.25753
N 1.51914 -1.85237 -0.42809
O 0.31174 -0.47716 -1.92070
H 1.46776 -2.60588 -1.15771
H -1.54636 0.59818 2.60509
N -1.00374 0.58288 0.71658
H 0.30985 1.65188 1.56176

What did the first record say?
16
Properties=species:S:1:pos:R:3 method="wB97M-V/def2-TZVPD" multiplicity=1 charge=0 e_lumo_ev=0.67 smiles="C[C@H](N)CC(=O)O" de_lowest_kj_mol=103.2
C 0.05283 -0.78365 -0.66840
H -2.16354 0.47235 -0.89235
O 1.94483 -1.49983 0.58672
C 1.04621 -1.86804 -0.34792
H 1.30780 1.51220 0.28578
H 1.50393 -0.92089 1.22917
C -0.35667 0.23584 0.37680
H -0.92223 1.90161 -0.84401
H 0.48751 -0.19865 -1.59851
H -0.89113 -0.38110 1.12417
H 0.38119 1.73384 1.61365
O 1.12877 -2.85989 -1.03870
N 0.72033 1.03830 0.97220
H -1.95385 1.76756 0.53067
C -1.47190 1.13762 -0.25924
H -0.81408 -1.28728 -1.07003

Repeat the second record exactly.
15
Properties=species:S:1:pos:R:3 method="wB97M-V/def2-TZVPD" multiplicity=1 charge=0 e_lumo_ev=0.38 de_lowest_kj_mol=678.7
C -1.60566 -0.24404 -0.36631
C 0.33638 0.91343 0.75133
H 2.13418 -2.33270 0.45806
N 1.44819 0.66612 0.04658
C 1.18708 -0.54614 -0.94962
O -1.55988 1.38359 1.84891
H -2.72732 -0.15980 -0.29551
H -1.59669 0.42364 -1.29770
H -1.30826 -1.34267 -0.25753
N 1.51914 -1.85237 -0.42809
O 0.31174 -0.47716 -1.92070
H 1.46776 -2.60588 -1.15771
H -1.54636 0.59818 2.60509
N -1.00374 0.58288 0.71658
H 0.30985 1.65188 1.56176